C2HN3O2 | the ωB97M-V functional and the def2-TZVPD basis

Geometry (Å):
C (-0.13, 0.34, -0.78)
C (-0.71, 0.61, 0.54)
N (1.09, -0.10, -0.71)
N (2.13, -0.51, -0.72)
N (-0.03, -0.45, 1.12)
O (-0.49, -1.50, 1.43)
O (-1.39, 1.53, 0.88)
H (-0.47, 0.07, -1.75)

- Relative energy (zero: lowest compared OMol25 entry of this formula, charge and spin): 619.7 kJ/mol
- E_HOMO (spin up / spin down): -0.34619 / -0.34609 Ha
- Kohn-Sham gap (spin up / spin down): 8.8 / 8.8 eV
- Total charge: 0
- M: 99.049 g/mol

Atomic partial charges in e from the Mulliken method, atoms 1 to 2: atom 1 (C): -0.23, atom 2 (C): 0.54



C2HN3O3 | the ωB97M-V functional and the def2-TZVPD basis

Geometry (Å):
O (0.31, -1.62, 1.39)
C (0.22, -0.45, 1.77)
O (-0.36, 0.75, 1.00)
C (-0.17, 0.45, -0.28)
N (-1.33, 0.51, -1.17)
N (-0.81, 0.44, -2.33)
O (0.73, 0.05, -2.20)
N (1.03, 0.07, -0.91)
H (0.40, -0.20, 2.73)

- Relative energy (zero: lowest compared OMol25 entry of this formula, charge and spin): 602.8 kJ/mol
- E_HOMO: -0.38299 Ha
- Kohn-Sham gap: 10.0 eV
- Total charge: 0
- SMILES string: O=COc1nnon1
- M: 115.048 g/mol

Atomic partial charges in e from the Mulliken method, atoms 1 to 2: atom 1 (O): -0.37, atom 2 (C): 0.07



C2HNO2S | the ωB97M-V functional and the def2-TZVPD basis

Geometry (Å):
C (0.32, 0.92, -0.08)
C (1.11, -0.29, -0.06)
N (-1.31, -0.45, -0.44)
O (0.07, 1.93, 0.42)
O (2.25, -0.52, -0.33)
S (-0.26, -1.32, 0.44)
H (-2.18, -0.26, 0.05)

- Relative energy (zero: lowest compared OMol25 entry of this formula, charge and spin): 360.6 kJ/mol
- E_HOMO (spin up / spin down): -0.32135 / -0.32123 Ha
- Kohn-Sham gap (spin up / spin down): 7.4 / 7.4 eV
- Total charge: 0
- M: 103.102 g/mol

Atomic partial charges in e from the Mulliken method, atoms 1 to 2: atom 1 (C): 0.38, atom 2 (C): 0.49



C2HNO3 | the ωB97M-V functional and the def2-TZVPD basis

Geometry (Å):
O (2.30, -0.42, 0.09)
C (1.13, -0.21, 0.05)
O (0.03, -1.02, -0.06)
C (-1.13, -0.11, -0.06)
N (-0.76, 1.10, 0.03)
O (0.60, 1.12, 0.10)
H (-2.17, -0.47, -0.14)

- Relative energy (zero: lowest compared OMol25 entry of this formula, charge and spin): 144.4 kJ/mol
- E_HOMO: -0.40739 Ha
- Kohn-Sham gap: 11.7 eV
- Total charge: 0
- SMILES string: O=c1ocno1
- M: 87.034 g/mol

Atomic partial charges in e from the Mulliken method, atoms 1 to 2: atom 1 (O): -0.46, atom 2 (C): 0.66



C2HNO3 | the ωB97M-V functional and the def2-TZVPD basis

Geometry (Å):
C (-0.10, -0.51, 0.09)
C (0.78, -1.68, 0.72)
N (-1.70, -0.31, 0.04)
O (-2.39, -1.29, -0.09)
O (-2.01, 0.85, 0.20)
O (0.41, -1.78, -0.46)
H (0.33, 0.34, -0.18)

- Relative energy (zero: lowest compared OMol25 entry of this formula, charge and spin): 671.5 kJ/mol
- E_HOMO: -0.40097 Ha
- Kohn-Sham gap: 10.6 eV
- Total charge: 0
- M: 87.034 g/mol

Atomic partial charges in e from the Mulliken method, atoms 1 to 2: atom 1 (C): -0.14, atom 2 (C): -0.08



C2HNO3S2 | the ωB97M-V functional and the def2-TZVPD basis

Geometry (Å):
O (0.69, 1.27, 1.20)
N (0.72, 0.21, 0.39)
O (-0.21, -0.77, 0.93)
C (-1.02, -1.16, -0.08)
S (-2.22, -2.26, -0.05)
O (-0.61, -0.50, -1.20)
C (0.28, 0.49, -0.94)
S (0.91, 1.50, -1.92)
H (1.47, 1.22, 1.68)

- Relative energy (zero: lowest compared OMol25 entry of this formula, charge and spin): 74.4 kJ/mol
- E_HOMO: -0.35248 Ha
- Kohn-Sham gap: 8.9 eV
- Total charge: 0
- SMILES string: On1oc(=S)oc1=S
- M: 151.168 g/mol

Atomic partial charges in e from the Mulliken method, atoms 1 to 2: atom 1 (O): -0.33, atom 2 (N): 0.17



C2HNOS | the ωB97M-V functional and the def2-TZVPD basis

Geometry (Å):
N (1.01, -2.24, 1.07)
C (0.66, -1.14, 0.60)
C (-0.08, 0.10, 0.15)
O (-1.29, -0.01, 0.13)
S (0.49, 1.33, -0.95)
H (-0.79, 1.96, -1.00)

- Relative energy (zero: lowest compared OMol25 entry of this formula, charge and spin): 182.4 kJ/mol
- E_HOMO: -0.39502 Ha
- Kohn-Sham gap: 9.6 eV
- Total charge: 0
- SMILES string: N#CC(=O)S
- M: 87.103 g/mol

Atomic partial charges in e from the Mulliken method, atoms 1 to 2: atom 1 (N): -0.34, atom 2 (C): 0.20



C2HNOS | the ωB97M-V functional and the def2-TZVPD basis

Geometry (Å):
C (1.91, 0.91, 1.03)
C (-0.39, -1.53, 2.53)
N (0.56, -1.85, 1.98)
O (0.83, 1.00, 1.10)
S (-1.48, -0.60, 3.23)
H (1.19, -2.63, 1.45)

- Relative energy (zero: lowest compared OMol25 entry of this formula, charge and spin): 95.7 kJ/mol
- E_HOMO: -0.34497 Ha
- Kohn-Sham gap: 10.0 eV
- Total charge: 0
- M: 87.103 g/mol

Atomic partial charges in e from the Mulliken method, atoms 1 to 2: atom 1 (C): 0.03, atom 2 (C): 0.21



C2HO3S2 | the ωB97M-V functional and the def2-TZVPD basis

Geometry (Å):
C (0.13, 1.15, 0.12)
C (-0.46, -0.28, 0.09)
O (1.31, 1.26, 0.49)
O (-0.77, 1.95, -0.28)
O (1.24, -1.35, -0.31)
S (-1.63, -1.08, 1.16)
S (-1.68, -1.01, -0.90)
H (1.85, -0.62, -0.38)

- Relative energy (zero: lowest compared OMol25 entry of this formula, charge and spin): 285.3 kJ/mol
- E_HOMO: -0.17883 Ha
- Kohn-Sham gap: 7.9 eV
- Total charge: -1
- M: 137.161 g/mol

Atomic partial charges in e from the Mulliken method, atoms 1 to 2: atom 1 (C): 0.57, atom 2 (C): 0.57



C2HO3S2 | the ωB97M-V functional and the def2-TZVPD basis

Geometry (Å):
C (0.14, 1.40, -0.12)
C (0.39, -0.38, 0.00)
O (-0.94, 1.71, 0.31)
O (1.16, 1.74, -0.59)
O (-1.54, -1.33, -0.17)
S (1.69, -1.10, -0.89)
S (1.29, -1.33, 1.14)
H (-2.19, -0.71, 0.32)

- Relative energy (zero: lowest compared OMol25 entry of this formula, charge and spin): 359.4 kJ/mol
- E_HOMO (spin up / spin down): -0.16192 / -0.16194 Ha
- Kohn-Sham gap (spin up / spin down): 7.5 / 7.5 eV
- Total charge: -1
- M: 137.161 g/mol

Atomic partial charges in e from the Mulliken method, atoms 1 to 2: atom 1 (C): 0.69, atom 2 (C): 0.30



C2HO3S2 | the ωB97M-V functional and the def2-TZVPD basis

Geometry (Å):
C (1.13, -0.45, -0.10)
C (-2.49, 0.73, 0.13)
O (0.08, 0.11, -0.44)
O (1.23, -1.67, 0.15)
O (2.31, 0.29, 0.02)
S (-2.84, 2.21, -0.13)
S (-2.33, -0.79, 0.25)
H (2.91, -0.43, 0.13)

- Relative energy (zero: lowest compared OMol25 entry of this formula, charge and spin): 19.4 kJ/mol
- E_HOMO: -0.15234 Ha
- Kohn-Sham gap: 7.3 eV
- Total charge: -1
- M: 137.161 g/mol

Atomic partial charges in e from the Mulliken method, atoms 1 to 2: atom 1 (C): 0.68, atom 2 (C): 0.56



C2HO4 | the ωB97M-V functional and the def2-TZVPD basis

Geometry (Å):
C (0.36, -0.22, -2.12)
C (-0.07, 0.73, -0.42)
O (-0.08, 0.35, -3.08)
O (1.09, -1.14, -1.84)
O (0.98, 1.13, 0.36)
O (-0.02, 2.04, 0.01)
H (-0.93, 0.15, 0.06)

- Relative energy (zero: lowest compared OMol25 entry of this formula, charge and spin): 512.6 kJ/mol
- E_HOMO: -0.12773 Ha
- Kohn-Sham gap: 7.9 eV
- Total charge: -1
- M: 89.026 g/mol

Atomic partial charges in e from the Mulliken method, atoms 1 to 2: atom 1 (C): 0.54, atom 2 (C): 0.16



C2HO4P | the ωB97M-V functional and the def2-TZVPD basis

Geometry (Å):
C (-1.20, 2.34, -0.57)
C (0.24, -0.11, -0.12)
O (-1.43, -2.26, 0.01)
O (1.56, 0.44, -0.40)
O (0.42, -0.72, 1.15)
O (-1.88, 2.51, 0.38)
P (0.09, -1.95, -0.09)
H (2.20, -0.24, -0.35)

- Relative energy (zero: lowest compared OMol25 entry of this formula, charge and spin): 286.4 kJ/mol
- E_HOMO (spin up / spin down): 0.10185 / 0.10183 Ha
- Kohn-Sham gap (spin up / spin down): 4.0 / 4.0 eV
- Total charge: -2
- M: 120.000 g/mol

Atomic partial charges in e from the Mulliken method, atoms 1 to 2: atom 1 (C): 0.14, atom 2 (C): -0.54



C2HO4P | the ωB97M-V functional and the def2-TZVPD basis

Geometry (Å):
C (1.91, 1.46, -0.37)
C (-0.01, -1.04, -0.30)
O (1.01, 1.91, -0.92)
O (1.09, -1.45, -0.38)
O (2.78, 1.09, 0.30)
O (-1.07, -0.87, 0.31)
P (-2.50, 0.08, 0.64)
H (-3.22, -1.17, 0.72)

- Multiplicity: 3
- Relative energy (zero: lowest compared OMol25 entry of this formula, charge and spin): 64.4 kJ/mol
- E_HOMO (spin up / spin down): -0.24233 / -0.42529 Ha
- Kohn-Sham gap (spin up / spin down): 6.4 / 9.5 eV
- Total charge: 0
- M: 120.000 g/mol

Atomic partial charges in e from the Mulliken method, atoms 1 to 2: atom 1 (C): 0.70, atom 2 (C): 0.16



C2HO4Rb | the ωB97M-V functional and the def2-TZVPD basis

Geometry (Å):
O (-1.75, 0.01, 0.22)
C (-1.01, 0.95, -0.02)
O (0.25, 0.88, -0.32)
C (1.55, -0.15, 0.18)
O (2.60, 0.42, 0.19)
O (1.13, -1.29, 0.22)
Rb (-1.41, -2.79, -0.46)
H (-1.37, 1.99, -0.02)

- Relative energy (zero: lowest compared OMol25 entry of this formula, charge and spin): 28.6 kJ/mol
- E_HOMO: -0.33875 Ha
- Kohn-Sham gap: 8.3 eV
- Total charge: 0
- M: 174.494 g/mol

Atomic partial charges in e from the Mulliken method, atoms 1 to 2: atom 1 (O): -0.59, atom 2 (C): 0.12



C2HO4Sr | the ωB97M-V functional and the def2-TZVPD basis

Geometry (Å):
O (2.01, -0.61, 0.10)
O (-2.54, -0.17, 0.28)
O (0.79, -0.11, 0.67)
O (-2.56, 1.21, -0.06)
C (-1.43, -0.67, 0.18)
C (-0.20, -0.26, -0.19)
H (0.06, -0.35, -1.26)
Sr (3.86, 0.95, 0.28)

- Multiplicity: 2
- Relative energy (zero: lowest compared OMol25 entry of this formula, charge and spin): 1018.4 kJ/mol
- E_HOMO (spin up / spin down): -0.22669 / -0.31320 Ha
- Kohn-Sham gap (spin up / spin down): 5.7 / 7.7 eV
- Total charge: 0
- M: 176.646 g/mol

Atomic partial charges in e from the Mulliken method, atoms 1 to 2: atom 1 (O): -0.82, atom 2 (O): -0.07



C2HO4Tl | the ωB97M-V functional and the def2-TZVPD basis

Geometry (Å):
O (-2.99, 2.50, -0.70)
C (-2.02, 1.98, -0.39)
O (-1.13, 1.44, 0.14)
C (1.52, -1.58, 0.04)
O (0.41, -1.81, 0.61)
O (2.03, -0.42, 0.15)
Tl (0.25, 0.20, 0.82)
H (1.94, -2.32, -0.67)

- Relative energy (zero: lowest compared OMol25 entry of this formula, charge and spin): 0.0 kJ/mol
- E_HOMO: -0.83269 Ha
- Kohn-Sham gap: 9.2 eV
- Total charge: +2
- M: 293.409 g/mol

Atomic partial charges in e from the Mulliken method, atoms 1 to 2: atom 1 (O): -0.06, atom 2 (C): 0.82



C2HO5S3 | the ωB97M-V functional and the def2-TZVPD basis

Geometry (Å):
C (0.90, -1.73, 2.12)
C (-0.22, 0.61, -1.44)
O (0.48, -0.95, 2.89)
O (1.32, -2.57, 1.49)
O (1.52, 0.12, 0.52)
O (-0.46, 1.54, 0.98)
O (-0.79, -0.81, 0.38)
S (0.43, -0.17, -2.67)
S (-1.44, 1.90, -1.59)
S (0.09, 0.34, 0.38)
H (-1.82, 1.72, -3.05)

- Relative energy (zero: lowest compared OMol25 entry of this formula, charge and spin): 0.0 kJ/mol
- E_HOMO: -0.17967 Ha
- Kohn-Sham gap: 7.9 eV
- Total charge: -1
- M: 201.226 g/mol

Atomic partial charges in e from the Mulliken method, atoms 1 to 2: atom 1 (C): 0.83, atom 2 (C): 0.05



C2HPS2 | the ωB97M-V functional and the def2-TZVPD basis

Geometry (Å):
C (0.52, -0.21, 0.03)
C (1.45, -0.99, 0.06)
P (4.26, 0.71, 0.13)
S (6.11, 0.33, -0.12)
S (3.01, -1.63, 0.03)
H (-0.36, 0.29, -0.26)

- Relative energy (zero: lowest compared OMol25 entry of this formula, charge and spin): 100.8 kJ/mol
- E_HOMO: -0.31681 Ha
- Kohn-Sham gap: 6.5 eV
- Total charge: 0
- M: 120.138 g/mol

Atomic partial charges in e from the Mulliken method, atoms 1 to 2: atom 1 (C): 0.02, atom 2 (C): -0.37



C2IN2P | the ωB97M-V functional and the def2-TZVPD basis

Geometry (Å):
C (0.23, -1.09, 0.97)
C (-0.62, 1.07, -0.23)
N (-0.12, -2.05, 1.51)
N (-1.61, 1.62, -0.41)
P (0.97, 0.48, 0.28)
I (1.15, -0.03, -2.11)

- Relative energy (zero: lowest compared OMol25 entry of this formula, charge and spin): 8.9 kJ/mol
- E_HOMO: -0.38526 Ha
- Kohn-Sham gap: 8.8 eV
- Total charge: 0
- M: 209.914 g/mol

Atomic partial charges in e from the Mulliken method, atoms 1 to 2: atom 1 (C): 0.23, atom 2 (C): 0.35